Entry from the Open Molecules 2025 dataset: C4H9NO as an isolated structure (ωB97M-V with the def2-TZVPD basis set).

Values from the calculation:
HOMO-LUMO gap in eV: 7.66
Energy in eV: -7827.061
Charge: 0
E_LUMO in eV: -0.141
Spin multiplicity: 1
Energy above the lowest of the compared OMol25 structures with the same formula, charge and spin in eV: 5.259

Last column: natural (NBO) charge in e.
Geometry (Å):
C -0.218 1.182 1.194  -0.54
C 0.530 0.079 1.852  -0.06
C 0.251 -1.270 1.439  -0.52
C 0.272 -1.455 0.027  0.61
N -0.068 -2.788 -0.417  -0.83
O 0.572 -0.618 -0.846  -0.69
H -0.167 2.163 1.701  0.23
H -1.146 0.934 0.758  0.25
H 0.814 0.759 0.738  0.34
H 1.219 0.242 2.695  0.22
H -1.368 4.329 -5.178  0.00
H -1.113 4.905 -4.780  0.00
H -0.051 -2.061 2.028  0.23
H 0.243 -3.475 0.171  0.36
H 0.230 -2.925 -1.381  0.38